[1]
Density functional theory data (ωB97M-V with the def2-TZVPD basis set) for C28H30N6ORuS4 as an isolated structure.

Structure (XYZ):
```
70
Properties=species:S:1:pos:R:3:forces:R:3
Ru -0.005831 0.569662 -0.086081 0.059 -0.034 0.169
S -6.168140 -2.557562 1.778975 -0.022 -0.014 0.013
C -6.850991 -1.825369 3.158116 -0.003 -0.008 -0.006
C -6.095267 -0.786899 3.610010 0.013 0.007 -0.003
C -4.937504 -0.583066 2.821277 -0.019 -0.010 0.006
C -4.833134 -1.472044 1.781135 0.033 0.015 -0.016
C -3.782777 -1.561112 0.768358 0.001 0.021 0.021
C -2.729149 -0.636338 0.768090 -0.011 0.001 -0.015
N -1.731037 -0.649487 -0.100560 -0.040 0.002 0.019
C -1.710818 -1.605796 -1.087847 0.019 -0.024 -0.020
C -2.740167 -2.573673 -1.168546 -0.027 -0.003 0.022
C -2.677870 -3.545934 -2.220796 0.004 -0.011 0.000
C -1.672777 -3.529805 -3.120581 0.000 0.006 -0.007
C -0.627348 -2.538742 -3.061149 0.000 -0.030 -0.028
C 0.388764 -2.460506 -3.990068 -0.009 -0.001 0.014
C 1.377430 -1.393881 -3.867965 -0.002 -0.011 -0.011
C 1.268054 -0.525730 -2.759530 0.019 -0.020 0.075
N 0.328649 -0.604578 -1.851879 -0.041 0.035 -0.117
C -0.665724 -1.597280 -2.008418 0.011 0.053 0.027
C 2.393715 -1.222785 -4.804086 0.018 0.026 0.020
C 3.413035 -0.219663 -4.861181 -0.019 -0.012 0.014
C 4.248738 -0.364107 -5.942364 0.007 -0.006 -0.017
C 3.913615 -1.455795 -6.742590 0.012 0.011 0.003
S 2.561869 -2.308627 -6.160040 -0.014 -0.020 -0.010
C -3.760982 -2.534725 -0.225254 0.004 -0.004 -0.029
H -7.778814 -2.197522 3.561239 0.001 -0.001 -0.001
H -6.357960 -0.188710 4.469237 0.000 -0.001 0.000
H -4.222736 0.202142 3.024112 -0.002 0.002 0.001
H -2.702110 0.153316 1.506002 -0.011 -0.003 0.006
H -3.461327 -4.290133 -2.282013 0.002 -0.003 -0.003
H -1.637094 -4.260573 -3.918116 -0.003 0.000 0.000
H 0.436605 -3.169112 -4.805154 -0.004 0.000 -0.002
H 2.004824 0.254764 -2.613071 -0.001 0.006 -0.012
H 3.503937 0.572059 -4.133929 0.001 -0.002 0.001
H 5.077748 0.290133 -6.166378 0.000 -0.001 -0.002
H 4.411713 -1.777521 -7.643847 -0.001 0.000 0.000
H -4.548889 -3.276884 -0.281094 0.001 -0.001 0.002
C 2.628146 3.229899 2.822553 0.056 0.011 -0.017
N 2.661534 2.762654 1.435214 -0.046 -0.049 0.029
C 3.417071 1.524377 1.237372 -0.039 0.005 0.024
C 1.885906 3.279795 0.480653 0.043 0.081 -0.094
S 1.376372 2.282893 -0.874283 0.097 -0.035 -0.043
N 1.562522 4.567863 0.493692 -0.001 -0.003 -0.002
C 0.476021 5.116121 -0.321699 -0.019 -0.019 0.034
C 2.408712 5.588119 1.122266 -0.015 -0.016 0.009
H 2.456355 2.362512 3.461357 0.009 0.000 -0.006
H 1.812797 3.928980 2.970042 -0.018 0.019 -0.003
H 3.569253 3.695161 3.115233 -0.002 0.009 -0.006
H 4.291387 1.566116 1.884702 -0.010 -0.007 0.011
H 3.748509 1.445538 0.207208 -0.014 -0.016 -0.004
H 2.817687 0.648208 1.491992 -0.003 -0.013 -0.002
H -0.257953 4.349044 -0.544885 0.009 0.017 0.008
H 0.868103 5.526955 -1.252465 -0.003 -0.009 -0.008
H 0.001417 5.914652 0.246470 -0.002 0.004 -0.007
H 3.397536 5.185306 1.319038 -0.002 0.007 0.001
H 1.971850 5.967383 2.045543 0.000 0.005 -0.003
H 2.502081 6.414812 0.419831 0.007 -0.003 -0.004
C -0.387304 -2.120278 4.165537 -0.001 -0.004 0.008
N -0.042415 -1.379507 2.962540 -0.017 -0.008 -0.008
C 0.799820 -1.806056 2.007957 -0.016 0.002 0.013
N 1.406894 -2.992823 2.181268 -0.047 -0.018 -0.033
O 1.041650 -1.136383 0.972561 0.116 0.048 -0.094
H -1.167201 -1.578690 4.693156 0.008 0.007 0.003
H 0.467327 -2.227339 4.835605 0.004 -0.003 -0.006
H -0.784179 -3.105455 3.916233 -0.005 0.002 -0.003
H -0.408998 -0.452333 2.833848 -0.005 -0.009 -0.009
H 1.225124 -3.589952 2.967641 0.015 0.014 0.009
H 1.967897 -3.343744 1.425021 0.017 0.011 0.015
S -0.882851 2.462461 2.565768 -0.014 -0.044 -0.035
C -0.461319 1.585594 1.369017 -0.077 0.046 0.111
```
Positions in Å, forces in eV/Å.

## Properties
Energy relative to the best compared isomer or geometry (same formula, charge and spin)   0.0 kJ/mol
Expectation value of S²   6.092
Total energy   -86420.6703 eV
Orbital gap (alpha / beta)   0.1932 / 0.1840 Eh
Net charge   +2
Spin multiplicity   5
Strongest force on any atom   0.18 eV/A
LUMO energy (alpha / beta)   -5.20 / -7.64 eV



[2]
Density functional theory data (ωB97M-V with the def2-TZVPD basis set) for C4H4Cl2CoLuN2O3S as an isolated structure in a non-equilibrium geometry.

Structure (XYZ):
```
18
Properties=species:S:1:pos:R:3:forces:R:3
Lu -0.487249 -0.089570 -2.179568 -0.805 -0.490 -2.380
Co -0.391702 0.187078 0.492720 -3.831 -2.595 -0.780
Cl -0.813804 -2.087354 -0.784192 0.529 1.790 0.522
Cl -1.357716 1.854864 -0.771448 0.297 -0.996 -0.074
C 0.985625 1.196706 0.804012 8.428 7.998 0.601
C 0.059673 -1.754559 -3.909047 1.358 -4.674 -3.956
C 0.245013 0.680722 -4.371840 1.813 2.559 -5.927
O 1.708055 2.110102 0.809987 -3.532 -4.784 0.224
O 0.355795 -2.513808 -4.725413 -1.369 3.506 3.733
O 0.566834 0.960210 -5.446514 -1.553 -1.393 5.197
N 0.041120 1.110785 3.781752 -0.556 -1.034 -1.224
C -0.321046 -0.150948 3.515752 1.739 0.417 3.546
N 0.080215 -1.124961 4.332572 -0.659 0.850 -1.365
S -1.406597 -0.578651 2.241088 -1.867 -0.998 1.025
H 0.607668 1.311290 4.603474 -0.062 0.253 0.090
H -0.325540 1.887726 3.242558 0.008 0.135 0.452
H -0.235358 -2.075864 4.190537 0.053 -0.318 0.302
H 0.689312 -0.923867 5.128270 0.010 -0.226 0.013
```
Positions in Å, forces in eV/Å.

## Properties
Energy relative to the best compared isomer or geometry (same formula, charge and spin)   59.5 kJ/mol
Expectation value of S²   6.019
Total energy   -120414.1465 eV
Orbital gap (alpha / beta)   0.3257 / 0.2180 Eh
Net charge   +4
Spin multiplicity   5
Strongest force on any atom   11.63 eV/A
LUMO energy (alpha / beta)   -16.89 / -19.60 eV



[3]
Density functional theory data (ωB97M-V with the def2-TZVPD basis set) for a single C5H9NO molecule in a non-equilibrium geometry.

Structure (XYZ):
```
16
Properties=species:S:1:pos:R:3:forces:R:3
C -2.373963 -0.828725 -0.902479 0.792 0.046 -1.835
N -1.162426 -1.030186 -0.610403 -0.017 -0.940 -0.106
C -0.131556 -0.138342 -1.120517 -0.354 0.823 0.424
C 0.258759 0.931995 -0.070461 -0.095 -0.629 -0.765
C 0.624154 0.242800 1.244300 -0.428 -0.936 0.754
C 2.098387 -0.080375 1.430079 -0.539 1.196 -1.115
O 2.901419 0.421311 0.680245 0.479 -0.548 0.395
H -2.667031 0.050326 -1.513268 -0.065 -0.136 0.300
H -3.057084 -1.677895 -0.944865 -0.295 0.292 1.107
H 0.747683 -0.715597 -1.428614 -0.219 -0.152 0.318
H -0.511074 0.340261 -2.025350 0.063 0.293 -0.096
H -0.598197 1.614000 0.000540 0.241 -0.134 0.388
H 1.094396 1.481361 -0.508180 0.026 0.113 0.385
H 0.037456 -0.703225 1.350753 0.441 0.572 -0.089
H 0.329321 0.802607 2.138933 0.051 0.227 -0.075
H 2.409757 -0.710317 2.279280 -0.079 -0.087 0.012
```
Positions in Å, forces in eV/Å.

## Properties
SMILES   C=NCCCC=O
Energy relative to the best compared isomer or geometry (same formula, charge and spin)   218.8 kJ/mol
Total energy   -8866.9447 eV
Orbital gap   0.3859 Eh
Net charge   0
Strongest force on any atom   2.00 eV/A
LUMO energy   1.02 eV



[4]
Density functional theory data (ωB97M-V with the def2-TZVPD basis set) for C21H39Cl3DyN7O3Si as an isolated structure in a non-equilibrium geometry.

Structure (XYZ):
```
75
Properties=species:S:1:pos:R:3:forces:R:3
C 2.138389 -1.736760 -5.515611 -0.186 -0.968 0.056
C 1.363200 -0.718627 -4.727689 -0.909 0.143 -0.141
H 2.536224 -1.353899 -6.475652 -0.231 -0.093 0.560
H 1.440232 -2.574069 -5.756175 0.614 0.336 -0.039
H 2.969255 -2.160823 -4.935781 -0.203 0.121 -0.175
C 0.489576 0.033045 -5.413799 -0.335 0.781 1.142
C 0.176757 -0.157838 -6.846046 0.211 0.108 -0.600
H -0.063756 0.876368 -4.956952 0.489 -0.807 0.005
H -0.321193 -1.108519 -7.018804 -0.126 -0.229 -0.034
H 1.103744 -0.196038 -7.422934 -0.140 0.136 -0.279
H -0.475550 0.632924 -7.228042 0.224 -0.104 -0.017
Dy -1.387929 -0.710046 1.883052 0.482 -0.367 -1.366
Cl 1.233048 -1.315498 2.695309 -0.664 0.176 0.007
Cl -2.323609 -3.091177 1.681332 -0.061 0.191 0.058
C 0.138377 2.135597 1.599602 -1.770 0.216 0.559
O -1.028817 1.652548 1.781878 1.250 1.100 1.366
N 0.289208 3.434920 1.355851 -0.538 0.400 0.213
C -0.932566 4.247319 1.222050 0.553 -0.300 -0.008
C 1.571491 4.129570 1.467361 -0.233 -0.322 -0.169
H 1.047876 1.534208 1.612003 -0.067 0.053 0.391
H -1.781865 3.572358 1.318911 0.093 0.250 0.009
H -0.945315 4.722505 0.241012 0.054 0.087 0.005
H -0.955891 5.004221 2.004945 -0.058 0.069 0.009
H 2.364757 3.370269 1.481600 -0.131 0.337 -0.040
H 1.604997 4.720897 2.400515 -0.006 -0.225 -0.377
H 1.702411 4.801134 0.603441 0.031 -0.275 0.318
H -2.189819 -1.798541 -2.906169 -0.085 0.260 0.325
H -2.500567 1.043223 -4.062101 -0.326 0.052 0.176
C -3.147457 -1.383609 -2.566668 0.030 0.362 -0.224
C -3.360945 0.947384 -3.378783 0.522 -0.104 0.309
N -3.035758 0.052418 -2.255062 -0.666 -0.088 0.177
H -3.531592 -1.936186 -1.711418 0.132 0.049 0.022
C -2.955605 0.540371 -0.999201 -0.043 -0.991 0.456
O -3.055716 -0.133784 0.051640 0.208 0.637 -1.030
H -3.631003 1.929934 -2.972148 0.032 -0.217 -0.342
H -2.761807 1.626900 -0.985106 -0.247 -0.215 0.174
H -3.830424 -1.474013 -3.417793 -0.079 -0.105 0.296
H -4.192627 0.504311 -3.946275 0.138 0.360 0.290
O 0.966272 -1.791900 -2.472925 -0.172 2.018 -1.561
C 1.561943 -0.682668 -3.203807 1.468 -0.030 0.342
C -0.036624 1.287731 -2.656204 -0.022 -0.059 -0.471
C 1.259915 0.736786 -2.649190 -0.257 0.383 0.309
H -0.861052 0.658117 -2.987085 0.349 0.053 0.435
C -0.301083 2.626310 -2.358708 0.223 -0.140 -0.199
H 2.670839 -0.810001 -3.112096 -0.627 0.171 0.267
C 2.266072 1.591995 -2.163304 -0.030 0.025 -0.394
H -1.322906 3.009265 -2.325172 0.184 -0.179 -0.335
C 0.749286 3.499077 -2.071392 -0.378 -0.109 0.434
C 2.003426 2.949257 -1.877683 0.128 -0.473 -0.397
H 3.305010 1.254130 -2.080126 -0.436 -0.076 0.046
H 0.573231 4.582168 -1.958812 0.096 -0.662 0.111
H 2.793492 3.600853 -1.537277 0.311 -0.067 -0.082
Si 0.982895 -3.381396 -2.073729 -1.287 0.802 3.110
Cl -0.058711 0.126937 0.027492 1.128 -1.590 -2.514
C -0.848383 -3.965654 -1.805631 0.624 -0.056 -0.552
C 1.579834 -3.607813 -0.294368 0.505 0.406 -0.191
C 2.157199 -4.341107 -3.104519 -0.440 -0.491 -0.513
H -1.656229 -3.247647 -1.587301 0.808 -0.065 -0.187
H -0.831798 -4.634311 -0.936379 0.068 -0.013 -0.289
H -1.115889 -4.538920 -2.687343 -0.530 -0.313 -0.162
H 1.748689 -4.285136 -4.125749 0.484 -0.518 0.085
H 2.249197 -5.385161 -2.718349 0.031 0.790 -0.544
H 3.117614 -3.810550 -3.074116 -0.123 -0.293 0.006
H 1.267100 -2.944726 0.529343 -0.153 -0.013 -0.640
H 2.670468 -3.573310 -0.307308 0.220 -0.109 0.212
H 1.277114 -4.611502 -0.008565 0.099 -0.328 0.090
N 1.007792 -0.201074 6.449754 -0.491 -0.681 -0.776
N -0.095530 -0.732096 5.786379 0.427 -0.313 -1.629
N -0.346501 -2.054703 5.825911 0.015 1.384 -0.053
C -1.180485 -2.174423 4.808877 -0.312 -0.846 0.110
N -1.421152 -1.007811 4.201358 0.358 0.488 0.863
N -0.644172 -0.092026 4.768391 -0.278 -1.059 1.849
H 0.906339 0.793624 6.495917 -0.124 0.416 0.295
H 1.082859 -0.686482 7.321768 0.049 0.070 0.576
H -1.589201 -3.131730 4.462556 0.130 0.666 0.266
```
Positions in Å, forces in eV/Å.

## Properties
Energy relative to the best compared isomer or geometry (same formula, charge and spin)   143.4 kJ/mol
Expectation value of S²   9.337
Total energy   -108515.0556 eV
Orbital gap (alpha / beta)   0.3110 / 0.3113 Eh
Net charge   0
Spin multiplicity   6
Strongest force on any atom   3.46 eV/A
LUMO energy (alpha / beta)   0.36 / 0.37 eV